1.
145
Properties=species:S:1:pos:R:3:forces:R:3:lowdin_charge:R:1 method="wB97M-V/def2-TZVPD" multiplicity=1 e_lumo_ev=-0.9 de_lowest_kcal_mol=65.22 orbital_gap_ev=7.889
Mg 24.784742 31.147571 -21.944915 -0.1 -1.5 -1.7 0.70
C 27.800944 29.660258 -19.778129 -1.3 -1.4 1.6 -0.64
F 28.221830 28.699496 -18.947461 0.0 0.7 0.1 0.11
F 28.525952 30.721471 -19.573160 0.2 0.5 -0.7 0.20
F 27.858030 29.179532 -21.007266 0.3 0.6 -0.4 0.13
S 25.973488 30.028106 -19.277753 0.3 1.4 1.0 0.72
O 25.655298 29.206282 -18.129639 0.0 0.5 -2.0 -0.24
O 25.979977 31.462417 -19.093492 -0.3 -0.9 -0.7 -0.28
N 25.098508 29.748493 -20.743867 1.1 -2.5 4.0 -0.36
S 24.771677 28.153765 -20.871610 -0.1 -1.4 -1.8 0.65
O 24.420244 27.947979 -22.264066 -0.1 0.6 1.0 -0.30
O 25.780582 27.289777 -20.325377 -0.4 0.6 0.3 -0.25
C 23.154780 27.799590 -19.926923 1.1 0.8 0.5 -0.65
F 22.404857 28.895456 -20.047561 -0.5 -0.3 -0.4 0.12
F 22.612050 26.730792 -20.457228 -0.3 0.1 -0.2 0.19
F 23.344361 27.617725 -18.631308 0.2 -0.2 -0.3 0.15
C 25.168989 34.589242 -23.554857 -0.1 -1.0 -0.1 -0.67
F 25.128211 35.888022 -23.630119 0.3 0.3 0.3 0.20
F 23.943950 34.101527 -23.691750 -0.3 -0.1 0.1 0.13
F 25.883407 34.084349 -24.557068 0.5 0.2 -0.2 0.14
S 25.978196 33.924960 -21.933168 0.4 1.1 -0.5 0.73
O 27.119075 33.132543 -22.318854 -1.2 -0.7 0.1 -0.28
O 26.296649 35.083512 -21.148337 -1.1 -1.0 0.0 -0.22
N 24.673825 32.884165 -21.408033 2.3 4.1 0.1 -0.37
S 23.729678 33.821939 -20.516138 -3.7 1.7 2.2 0.62
O 24.121634 34.063185 -19.158070 0.7 -0.6 -0.7 -0.24
O 23.186296 34.957479 -21.231886 1.0 -0.9 -0.1 -0.25
C 22.207712 32.700011 -20.318788 1.4 1.4 -0.6 -0.69
F 21.427166 33.215112 -19.414951 -0.4 0.1 0.5 0.20
F 21.563040 32.661861 -21.478930 -0.2 -0.5 -0.4 0.15
F 22.589281 31.484293 -19.961399 0.0 -0.8 0.0 0.13
O 22.999184 27.903958 -15.632040 -0.1 0.1 0.0 -0.05
H 22.051065 28.009752 -15.779239 0.1 -0.1 0.0 0.03
H 23.315385 27.439882 -16.413864 0.0 0.0 0.1 -0.01
O 25.895339 30.749217 -23.493496 -0.7 -0.3 -0.4 -0.04
H 26.875442 30.716129 -23.451099 0.4 0.2 -0.7 0.03
H 25.677678 30.373515 -24.358540 -0.1 0.0 0.2 0.12
O 24.206453 25.113740 -17.635839 0.2 0.0 -0.1 -0.05
H 24.279064 24.272847 -18.100526 0.0 0.0 0.1 0.05
H 25.006272 25.596079 -17.881978 -0.1 0.0 0.0 0.04
O 20.632314 29.643642 -22.248005 0.1 0.2 0.1 -0.05
H 20.709778 29.818141 -21.303395 -0.1 -0.1 -0.1 0.01
H 20.113232 30.381199 -22.589457 0.0 -0.1 0.0 0.04
C 27.635490 27.835678 -15.155221 1.1 2.5 0.9 -0.06
C 29.040968 27.249684 -15.355113 -1.2 -1.3 -1.2 -0.41
C 29.448423 26.376191 -14.175736 0.0 -0.2 -1.0 -0.23
O 29.518120 27.089748 -12.969494 0.0 -0.8 0.3 -0.18
C 30.701163 27.827223 -12.807867 -0.5 0.9 1.0 -0.11
N 28.974890 26.348578 -16.551509 0.3 0.1 0.9 0.03
H 27.512081 28.671158 -15.852597 -0.3 -0.4 -0.5 0.06
H 27.626524 28.413286 -14.219414 -0.2 -0.4 0.2 0.08
H 26.756871 27.197260 -15.162950 0.3 -0.5 -0.2 0.08
H 29.807508 27.977800 -15.623951 -0.2 0.4 0.4 0.13
H 30.343421 25.804221 -14.452422 0.4 0.4 0.3 0.12
H 28.702857 25.574681 -14.126780 -0.3 0.3 0.6 0.13
H 30.629905 28.333077 -11.837642 -0.3 -0.1 -0.1 0.09
H 30.709873 28.645366 -13.534478 0.7 -0.3 -0.3 0.09
H 31.607841 27.228391 -12.682776 0.0 -0.1 -0.8 0.09
H 28.561945 26.893232 -17.299788 0.1 -0.2 -0.2 0.03
H 28.273768 25.664489 -16.274683 0.0 -0.2 -0.5 0.06
C 17.781041 28.242551 -16.626534 1.5 -0.4 0.4 -0.06
C 18.355682 27.964074 -18.020267 -0.9 0.4 0.8 -0.44
C 19.188893 26.699574 -18.063816 0.2 0.0 -0.3 -0.23
O 20.157403 26.627728 -17.050522 0.5 0.5 0.3 -0.19
C 20.981650 25.495216 -17.201447 0.0 -0.7 0.0 -0.12
N 17.268583 27.901970 -19.019727 0.8 0.1 -0.8 0.04
H 18.658343 28.392800 -15.985259 -0.1 0.1 0.1 0.07
H 17.306684 27.368498 -16.178042 -0.5 0.1 -0.3 0.08
H 17.205733 29.161527 -16.574325 -0.4 -0.2 -0.2 0.08
H 18.987067 28.829680 -18.238227 0.0 -0.1 -0.3 0.13
H 19.721462 26.683233 -19.026837 -0.3 -0.3 -0.2 0.12
H 18.496517 25.847142 -17.980917 0.1 -0.1 -0.1 0.13
H 21.782124 25.463676 -16.465419 -0.3 0.3 0.3 0.08
H 21.505742 25.433505 -18.161595 -0.3 0.3 -0.2 0.07
H 20.358268 24.601455 -17.085430 0.1 -0.2 0.0 0.09
H 17.055084 26.937739 -19.269126 -0.2 -0.1 0.4 0.07
H 17.673000 28.240511 -19.892151 -0.3 0.2 0.0 0.06
C 26.748672 37.227425 -13.464986 -0.9 1.2 -0.4 -0.08
C 27.430220 36.421665 -14.557572 0.6 -0.2 0.5 -0.45
C 26.506695 35.532442 -15.372040 0.0 0.5 0.9 -0.22
O 27.316453 34.626672 -16.085960 -0.2 0.3 -0.1 -0.17
C 26.622789 33.856810 -17.023283 -1.3 -0.3 -1.1 -0.13
N 28.223201 37.258303 -15.469317 -0.6 0.0 0.5 0.04
H 26.582410 36.666308 -12.547233 0.0 -0.1 -0.1 0.07
H 25.802665 37.677652 -13.794464 -0.2 -0.4 -0.1 0.08
H 27.289247 38.144956 -13.216400 0.5 -0.3 0.1 0.07
H 28.075295 35.766011 -13.953039 0.2 -0.4 -0.5 0.13
H 25.867035 36.149624 -16.013485 0.2 0.0 -0.3 0.14
H 25.831788 35.032724 -14.665883 0.0 -0.4 -0.1 0.13
H 27.115459 32.892554 -17.118702 -0.1 0.0 0.0 0.08
H 26.460375 34.285224 -18.026860 1.1 0.4 0.0 0.07
H 25.544434 33.736629 -16.839150 0.2 -0.4 1.0 0.08
H 29.102905 37.452259 -15.009306 0.2 0.1 -0.4 0.07
H 28.374308 36.722244 -16.314451 0.4 0.0 0.0 0.06
C 30.070741 29.394213 -24.560608 -0.6 -0.1 -0.4 -0.06
C 29.560566 30.248589 -23.403213 1.3 -0.2 -1.0 -0.40
C 30.747060 31.005542 -22.807610 -0.2 1.4 0.0 -0.24
O 31.662919 30.186623 -22.153814 -0.3 -0.9 0.1 -0.17
C 32.576157 30.851784 -21.323241 0.0 0.8 0.1 -0.10
N 28.551564 31.198358 -23.911022 -0.1 -0.1 1.2 0.05
H 30.582099 29.967391 -25.337519 0.1 0.3 0.2 0.08
H 29.194443 28.976886 -25.064338 0.1 -0.4 0.1 0.08
H 30.747630 28.607832 -24.232415 -0.1 0.0 0.1 0.08
H 29.102703 29.557349 -22.696056 0.0 0.4 0.1 0.11
H 30.400813 31.865149 -22.208385 -0.2 -0.5 0.7 0.13
H 31.233043 31.579737 -23.615270 0.2 -0.4 -0.4 0.13
H 33.119301 31.615577 -21.891653 0.1 0.0 0.0 0.09
H 33.286612 30.158185 -20.881483 -0.1 -0.3 -0.3 0.09
H 32.067797 31.359948 -20.494882 -0.1 0.0 0.0 0.09
H 28.189845 31.682604 -23.088871 0.3 0.2 0.0 0.03
H 28.992487 31.974471 -24.400435 0.0 -0.3 -0.4 0.11
C 21.400500 26.310656 -26.064386 0.0 -0.4 -0.2 -0.07
C 22.636771 25.861655 -25.272598 -1.3 1.4 0.8 -0.43
C 23.482407 24.851544 -25.989431 0.0 -0.2 -0.2 -0.22
O 24.455135 24.366423 -25.097390 0.5 -0.1 0.8 -0.21
C 25.216959 23.255666 -25.547086 -1.2 0.2 -1.0 -0.10
N 23.401131 27.061678 -24.873657 0.7 -0.4 -0.2 0.05
H 20.810588 25.414602 -26.285267 -0.1 0.2 -0.4 0.07
H 21.643858 26.892804 -26.955490 0.2 -0.4 -0.2 0.07
H 20.757703 26.979387 -25.492645 0.2 -0.1 0.4 0.07
H 22.203846 25.471059 -24.344065 0.3 -0.6 -0.1 0.14
H 23.947535 25.356583 -26.847989 0.2 -0.1 -0.1 0.14
H 22.869050 24.038515 -26.391607 -0.1 -0.1 0.1 0.13
H 24.517908 22.453422 -25.804098 0.1 -0.2 0.0 0.09
H 25.906239 22.868818 -24.805163 0.0 0.4 0.3 0.08
H 25.732719 23.542596 -26.466844 0.3 -0.2 0.0 0.09
H 23.552568 27.044906 -23.872096 -0.1 0.1 -0.1 0.02
H 24.337566 26.929260 -25.252884 0.0 0.3 0.1 0.06
C 30.492623 24.780311 -21.070091 -0.4 -0.2 -1.2 -0.06
C 29.683402 26.058706 -21.285887 0.2 0.8 0.3 -0.42
C 28.684102 26.071726 -22.453698 0.0 -0.2 0.3 -0.20
O 27.665634 25.113952 -22.250077 0.2 -0.4 0.4 -0.19
C 26.641956 25.213452 -23.220634 0.6 0.2 0.3 -0.10
N 28.981011 26.312118 -20.032312 -1.2 -0.8 0.5 0.05
H 31.345199 24.896958 -20.408029 -0.4 0.1 0.5 0.08
H 30.929315 24.416714 -22.006553 -0.2 0.1 -0.1 0.07
H 29.766950 24.030724 -20.751579 0.4 -0.2 0.3 0.08
H 30.379205 26.893335 -21.427445 0.0 0.0 -0.3 0.13
H 29.146317 25.898196 -23.432836 0.2 0.2 0.0 0.13
H 28.206678 27.060412 -22.410516 0.1 0.2 -0.4 0.10
H 27.033548 24.880112 -24.187644 -0.1 0.3 -0.2 0.08
H 26.333569 26.265356 -23.237211 -0.4 -0.2 -0.4 0.08
H 25.822271 24.556664 -22.942929 0.0 0.1 0.1 0.09
H 28.243098 25.600738 -20.043791 0.3 -0.2 0.5 0.08
H 28.379467 27.131611 -19.969532 0.8 -0.1 -0.8 0.02


2.
120
Properties=species:S:1:pos:R:3:forces:R:3:lowdin_charge:R:1 method="wB97M-V/def2-TZVPD" multiplicity=1 e_lumo_ev=2.2 charge=-1 orbital_gap_ev=8.195
O 1.842740 0.116695 5.107700 -0.6 0.4 -0.2 0.15
H 2.433582 -0.647395 4.681377 0.6 -0.6 0.0 0.03
H 1.129982 -0.326507 5.605184 0.2 0.0 -0.2 0.16
H 1.402541 0.659870 4.409142 -0.2 -0.3 0.3 0.09
Cl 0.354787 -0.258406 1.482208 1.0 1.8 -0.9 0.65
O 0.730022 -0.893189 2.709015 -0.5 0.2 1.1 -0.34
O -0.438815 0.945979 1.601158 -1.2 -0.9 0.7 -0.36
O 1.582945 0.270613 0.899009 0.2 -1.2 -0.9 -0.37
O -0.331871 -1.273077 0.701982 0.3 0.4 -0.4 -0.36
B 3.731345 -1.822496 4.979474 0.7 -0.4 0.6 -0.41
H 2.950892 -2.087453 5.802017 -1.3 0.0 0.9 -0.04
H 4.329279 -2.812653 4.899587 0.8 -1.1 -0.4 -0.05
H 3.307550 -1.608098 3.917258 -1.0 0.6 -1.3 -0.03
H 4.449122 -0.980578 5.335362 0.8 1.2 0.5 -0.05
C -1.740190 -4.154659 2.875367 -0.6 1.1 1.1 -0.15
O -0.751354 -3.318576 3.512456 -0.4 -1.0 -0.8 -0.12
H -2.101448 -3.554607 2.038115 -0.4 -0.6 -0.3 0.06
H -1.490057 -5.180062 2.592088 0.8 0.3 -0.2 0.06
H -2.551765 -4.266590 3.605644 -0.2 0.1 -0.2 0.07
H -0.580124 -2.668054 2.822621 0.7 0.3 0.5 0.01
C 1.670769 2.850867 3.448600 0.8 1.0 1.9 -0.11
O 0.537888 2.356499 4.189940 0.4 -0.6 -0.6 -0.14
H 2.442322 3.027864 4.214294 0.1 0.1 -0.1 0.08
H 2.166763 2.174745 2.755887 -1.0 -0.2 -0.5 0.08
H 1.444117 3.847035 3.076978 0.1 -0.3 -0.7 0.07
H -0.081773 3.077127 4.282513 -0.2 -0.1 0.0 0.08
C 2.445955 -4.439432 -1.004731 -0.8 -0.4 -0.5 -0.09
C 1.817974 -4.588092 0.410598 1.5 0.6 -0.9 -0.39
C 2.165250 -6.017899 0.862763 -1.8 0.8 0.0 -0.22
O 1.226373 -6.319217 1.876985 0.4 -0.4 0.4 -0.21
C 1.345332 -7.612829 2.452355 -0.7 1.0 -0.5 -0.11
N 2.413415 -3.538147 1.295828 -0.5 -1.0 -0.9 0.08
H 1.779818 -4.914927 -1.735933 0.2 -0.1 0.0 0.07
H 3.423279 -4.922840 -1.089810 0.0 -0.1 0.2 0.07
H 2.579424 -3.418048 -1.366795 -0.2 0.2 0.4 0.07
H 0.744769 -4.415436 0.344182 -0.1 -0.4 0.1 0.13
H 3.220932 -6.013991 1.154787 -0.1 -0.3 0.3 0.13
H 1.942922 -6.733331 0.057573 0.6 0.1 -0.3 0.12
H 2.342966 -7.722707 2.877910 -0.1 -0.4 0.3 0.09
H 1.104573 -8.405346 1.732322 0.4 0.0 -0.2 0.08
H 0.524758 -7.620035 3.169654 0.4 -0.3 0.5 0.08
H 3.154385 -3.216539 0.688600 0.5 0.5 0.6 0.05
H 1.751603 -2.769362 1.283374 0.0 0.1 0.4 0.03
C -3.843009 1.614841 6.365740 -1.2 -0.6 0.5 -0.08
C -3.682193 0.271239 5.666276 1.0 0.7 -0.1 -0.43
C -3.518430 0.562244 4.188603 0.8 -0.2 -1.3 -0.22
O -3.409986 -0.662954 3.501687 -0.1 -1.3 0.5 -0.19
C -3.674491 -0.654638 2.135832 -1.3 2.0 -0.6 -0.12
N -2.481653 -0.365183 6.221693 0.2 -0.7 0.8 0.04
H -3.930514 1.431985 7.440762 0.4 0.2 0.1 0.07
H -4.828942 2.010791 6.107659 0.2 0.4 -0.2 0.08
H -3.040302 2.307785 6.132316 0.0 0.0 0.0 0.08
H -4.573634 -0.349524 5.789590 -0.1 0.1 0.0 0.14
H -2.603672 1.095851 3.883349 0.1 0.3 0.9 0.13
H -4.331563 1.207284 3.818106 -0.4 -0.4 0.0 0.12
H -4.705686 -0.267386 2.011408 -0.1 -0.5 -0.2 0.08
H -3.601309 -1.620376 1.647202 0.3 -0.2 0.4 0.08
H -3.116121 0.109804 1.576307 0.7 -0.4 0.2 0.08
H -2.469571 -0.265004 7.236391 -0.1 0.6 -0.1 0.06
H -2.505177 -1.383098 6.187337 0.0 0.1 -1.0 0.08
C 2.445224 2.147808 -2.519721 0.1 0.1 0.1 -0.01
C 3.186480 3.447336 -2.107497 0.1 -1.1 0.4 -0.51
C 3.177105 4.522421 -3.169796 0.3 0.7 -0.9 -0.17
C 1.864319 5.243345 -3.418429 -0.3 -0.6 1.1 -0.17
C 1.351312 5.734359 -2.035227 0.8 0.4 -1.0 -0.14
C 1.360794 4.726705 -0.883531 -0.4 -0.4 -0.6 -0.50
N 2.658607 4.017929 -0.861637 0.4 1.9 0.0 -0.11
O 2.792560 3.185017 0.264137 -0.6 -0.5 -1.1 -0.01
C 1.150369 5.514515 0.411105 -0.2 -0.4 0.0 -0.03
C 0.155134 3.771486 -1.104122 0.6 -0.6 0.0 -0.02
C 4.660445 3.087616 -1.887792 0.3 -0.1 -0.1 -0.04
H 2.424860 1.472469 -1.660326 -0.1 -0.1 -0.1 0.08
H 2.952005 1.595131 -3.313450 0.2 0.2 0.0 0.09
H 1.422428 2.316151 -2.844448 0.0 0.0 0.0 0.05
H 3.928179 5.277493 -2.912752 0.0 0.0 0.3 0.12
H 3.527925 4.124811 -4.128352 0.0 -0.3 0.1 0.12
H 1.194333 4.561339 -3.948979 -0.3 0.2 0.1 0.10
H 2.060162 6.114308 -4.043331 -0.2 0.0 -0.2 0.11
H 0.363433 6.192270 -2.105946 -0.1 -0.1 0.0 0.12
H 2.069527 6.538839 -1.839780 -0.2 0.1 0.5 0.12
H 0.196560 6.042586 0.350792 -0.1 -0.1 0.0 0.08
H 1.095782 4.796513 1.228333 0.1 0.2 0.1 0.06
H 1.914532 6.268090 0.597796 0.3 -0.2 -0.1 0.09
H 0.021577 3.563458 -2.165756 -0.4 0.4 -0.1 0.06
H 0.348308 2.767364 -0.714511 -0.1 0.2 0.5 0.07
H -0.756824 4.147508 -0.644353 -0.1 0.0 -0.2 0.09
H 5.087297 2.721327 -2.825736 -0.1 0.1 -0.1 0.08
H 4.854361 2.298018 -1.162076 -0.4 0.1 0.2 0.08
H 5.214121 3.978940 -1.591230 0.0 0.0 0.1 0.08
H 2.289390 2.397224 -0.018106 0.1 -0.3 0.9 0.06
C -3.594651 0.614198 -6.361054 -0.8 0.8 -0.1 -0.06
C -2.806003 -0.424252 -5.578595 -0.7 -0.1 -0.5 -0.51
C -1.372953 -0.354903 -6.153199 1.0 -0.2 0.5 -0.14
C -0.322303 -0.994536 -5.262622 -0.8 -0.9 0.8 -0.19
C -0.462666 -0.393904 -3.857837 1.1 -0.9 -0.5 -0.14
C -1.819405 -0.568685 -3.177925 0.3 1.2 0.1 -0.49
N -2.842983 -0.141886 -4.143030 1.2 1.4 0.3 -0.12
O -4.105859 0.075512 -3.545916 0.2 -1.1 -0.9 0.00
C -2.017561 -1.995451 -2.613922 -0.1 0.6 -0.2 0.00
C -1.829127 0.436836 -1.994516 -0.3 -0.7 -0.1 -0.02
C -3.453252 -1.793293 -5.862776 0.8 -0.1 0.9 -0.03
H -4.626197 0.670082 -6.003239 0.1 0.0 0.0 0.08
H -3.639617 0.392423 -7.430433 0.1 -0.4 0.1 0.08
H -3.187332 1.628059 -6.336703 0.2 -0.1 0.5 0.08
H -1.267336 -0.871637 -7.111083 -0.7 0.3 -0.2 0.12
H -1.076436 0.689965 -6.278450 -0.3 0.1 -0.1 0.12
H 0.703621 -0.899274 -5.619845 -0.1 0.3 -0.2 0.11
H -0.515602 -2.076710 -5.277300 0.1 0.0 0.3 0.11
H -0.123213 0.633133 -4.021743 -0.5 0.3 0.6 0.11
H 0.252036 -0.868693 -3.179356 0.2 0.2 0.0 0.12
H -2.430284 -1.877756 -1.612328 -0.4 -0.4 -0.1 0.07
H -2.688376 -2.506171 -3.304660 0.0 -0.5 0.4 0.06
H -1.095051 -2.556936 -2.473821 0.1 0.0 -0.3 0.08
H -2.736206 0.300158 -1.404598 -0.2 0.3 -0.2 0.08
H -1.034490 0.214800 -1.280433 0.3 0.1 -0.3 0.07
H -1.776427 1.447730 -2.394833 0.1 0.1 0.2 0.08
H -2.759734 -2.524682 -5.435796 0.0 -0.4 -0.7 0.07
H -3.658479 -1.906069 -6.923700 0.0 -0.4 0.0 0.08
H -4.346477 -1.949522 -5.252788 -0.3 0.3 -0.4 0.07
H -4.484663 -0.821287 -3.517676 -0.3 0.3 0.3 0.09


E / Eh: -5894.6736 -2643.0354
Molar mass / g/mol: 1191.5 690.2